1.
{"formula": "C21H37N2O2", "method": "the ωB97M-V functional and the def2-TZVPD basis", "symbols": ["C", "C", "N", "C", "C", "C", "C", "C", "N", "C", "C", "O", "C", "O", "C", "C", "C", "C", "C", "C", "C", "C", "C", "C", "C", "H", "H", "H", "H", "H", "H", "H", "H", "H", "H", "H", "H", "H", "H", "H", "H", "H", "H", "H", "H", "H", "H", "H", "H", "H", "H", "H", "H", "H", "H", "H", "H", "H", "H", "H", "H", "H"], "coordinates": [[4.8422, 0.9191, 2.3832], [5.3219, 0.2259, 0.9921], [4.1898, -0.4329, 0.4101], [3.6429, -1.6936, 1.2512], [2.9862, -2.8095, 0.1361], [3.8918, -2.5103, -1.0229], [4.2033, -0.8422, -0.9338], [3.3805, -0.4275, -2.0252], [3.4446, 1.2454, -1.5019], [2.1203, 1.8928, -1.4920], [1.2553, 1.5282, -0.6723], [1.7535, 1.1036, 0.7255], [-0.0195, 2.5933, -0.1318], [-0.6293, 2.2116, 0.9125], [-1.7988, 1.3358, 0.7738], [-1.6390, 0.0881, 0.5529], [-2.6445, -0.8822, 0.5689], [-3.9331, -0.5639, 0.1568], [-5.2074, -1.3005, -0.0884], [-6.2456, -0.5921, 0.9069], [-5.7496, -0.9117, -1.4490], [-4.9597, -2.8669, 0.1570], [-3.9835, 1.1606, -0.0500], [-3.0250, 1.8116, 0.3067], [-3.0620, 3.2878, 0.0784], [4.0607, 1.5316, 2.4467], [5.6753, 1.4811, 2.5350], [4.6415, 0.1936, 3.1809], [5.3656, 0.9972, 0.3135], [6.0378, -0.3511, 1.1636], [3.2177, 0.1050, 0.2987], [3.0129, -1.3888, 2.1618], [4.5044, -2.0175, 1.9598], [2.8402, -3.7282, 0.7383], [1.8691, -2.4320, 0.1795], [3.4089, -2.8451, -1.9248], [4.8441, -3.1754, -0.7271], [5.2042, -0.7822, -1.3182], [2.5193, -0.5352, -1.9017], [3.7358, -0.5255, -2.8465], [4.1414, 1.6213, -2.1820], [1.7682, 1.7563, -2.5648], [2.4167, 2.9009, -1.2851], [0.6496, 0.5806, -1.0570], [1.0804, 1.2538, 1.2108], [-0.6827, 2.7361, -1.0987], [0.6279, 3.4802, -0.0646], [-0.6751, -0.4145, 1.0332], [-2.4798, -2.1090, 0.7861], [-6.5403, 0.2487, 0.5354], [-5.9604, -0.8826, 2.1673], [-7.1882, -1.3675, 0.7390], [-4.7624, -1.4048, -2.0734], [-6.6440, -1.5867, -1.5041], [-6.0000, -0.0492, -1.7135], [-4.2419, -3.0317, -0.6126], [-5.6644, -3.3501, -0.0839], [-4.5364, -3.0333, 1.2015], [-4.9746, 1.3200, -0.3482], [-4.0711, 3.7590, 0.2829], [-3.0224, 3.5685, -1.1718], [-2.3135, 3.9059, 0.5991]], "mulliken_charge": [-1.33, -0.80, 1.01, -0.54, -0.47, -0.70, 0.59, -3.44, -0.38, -0.65, 0.14, -0.54, -0.57, -0.55, 0.15, 0.48, -0.77, 0.08, 1.48, -1.29, -1.40, -2.25, -1.47, 1.27, -1.81, 0.41, 0.50, 0.35, 0.51, 0.58, -0.01, 0.26, 0.37, 0.42, 0.13, 0.49, 0.29, 0.33, 1.36, 0.97, 0.30, 0.16, 0.47, 0.05, 0.26, 0.28, 0.41, 0.08, 0.09, 0.62, 0.22, 0.32, 0.25, 0.40, 0.55, 0.51, 0.84, 0.29, 0.63, 0.46, 0.23, 0.34], "homo_ev": -11.02, "smiles": "CC[N@@H+]1CCC[C@H]1CNC[C@@H](O)COc1ccc(C(C)(C)C)cc1C", "max_force_ev_per_a": 19.0, "charge": 1, "relative_energy_ev": 20.6582}

2.
{"formula": "C21H37N3O6", "method": "the ωB97M-V functional and the def2-TZVPD basis", "symbols": ["C", "C", "C", "C", "C", "C", "O", "C", "C", "O", "N", "C", "C", "C", "O", "C", "O", "H", "H", "H", "H", "H", "H", "H", "H", "H", "H", "H", "H", "H", "H", "H", "H", "H", "H", "H", "C", "N", "C", "O", "C", "C", "C", "C", "C", "N", "C", "C", "O", "H", "H", "H", "H", "H", "H", "H", "H", "H", "H", "H", "H", "H", "H", "H", "H", "H", "H"], "coordinates": [[4.3559, 1.8490, -0.9333], [4.1100, 2.4111, 0.4672], [2.6868, 2.1180, 0.9730], [2.4288, 0.6508, 1.3530], [3.2451, 0.2260, 2.5859], [2.8163, -1.1197, 3.1760], [2.8834, -1.2807, 4.3861], [2.2270, -2.2422, 2.3405], [3.3000, -2.8626, 1.4783], [4.4851, -2.7242, 1.7267], [2.9223, -3.6369, 0.4011], [3.8847, -4.1925, -0.5637], [3.2815, -5.4026, -1.2617], [3.7646, -5.2761, -2.7050], [4.0357, -3.8888, -2.9405], [4.2199, -3.2833, -1.7494], [4.5525, -2.1159, -1.5932], [3.6143, 2.2365, -1.6383], [4.3004, 0.7565, -0.9294], [5.3515, 2.1387, -1.2831], [4.8581, 2.0165, 1.1606], [4.2457, 3.4967, 0.4297], [1.9692, 2.4152, 0.2015], [2.4934, 2.7439, 1.8503], [2.6569, -0.0053, 0.5067], [1.3633, 0.5447, 1.5800], [4.3025, 0.1510, 2.3176], [3.1479, 0.9884, 3.3650], [1.8193, -3.0082, 3.0029], [1.4159, -1.8623, 1.7211], [1.9332, -3.6604, 0.1758], [4.8245, -4.4686, -0.0711], [3.6055, -6.3428, -0.8035], [2.1874, -5.3660, -1.2390], [4.6821, -5.8576, -2.8501], [3.0100, -5.6537, -3.4037], [-7.5229, -0.2911, -0.7554], [-6.2112, 0.3521, -0.7845], [-5.1610, -0.0119, -0.0420], [-5.2195, -0.9442, 0.7546], [-3.8226, 0.7407, -0.2020], [-3.7792, 1.9847, 0.7112], [-2.4002, 2.6518, 0.8623], [-2.5530, 3.9900, 1.5846], [-1.4282, 1.7793, 1.6617], [-3.4201, 1.0924, -1.5813], [-4.0494, 1.8904, -2.4486], [-3.3913, 2.0559, -3.7970], [-5.0915, 2.4832, -2.2072], [-7.8095, -0.5051, 0.2766], [-7.4832, -1.2291, -1.3115], [-8.2691, 0.3660, -1.2052], [-6.0852, 1.1609, -1.3839], [-3.0749, 0.0429, 0.1740], [-4.4847, 2.7206, 0.3240], [-4.1315, 1.6983, 1.7034], [-1.9737, 2.8466, -0.1215], [-1.5825, 4.4789, 1.6661], [-3.2207, 4.6379, 1.0159], [-2.9652, 3.8352, 2.5823], [-0.4893, 2.3143, 1.8045], [-1.8539, 1.5387, 2.6368], [-1.2211, 0.8584, 1.1196], [-2.5703, 0.6705, -1.9162], [-2.3730, 2.4146, -3.6599], [-3.3861, 1.1002, -4.3171], [-3.9562, 2.7840, -4.3785]], "mulliken_charge": [-1.01, -0.43, -0.94, 0.30, -0.46, 0.28, -0.62, -0.51, 0.39, -0.65, -0.24, 0.18, -0.64, -0.41, -0.38, 0.38, -0.55, 0.28, 0.16, 0.38, 0.28, 0.35, 0.32, 0.40, 0.04, -0.01, 0.30, 0.38, 0.44, 0.26, 0.29, 0.30, 0.31, 0.25, 0.25, 0.35, -0.99, -0.05, -0.01, -0.69, 0.06, -1.29, 1.03, -1.71, -1.33, -0.17, 0.90, -1.35, -0.74, 0.32, 0.29, 0.35, 0.23, 0.51, 0.39, 0.56, 0.21, 0.44, 0.44, 0.32, 0.39, 0.26, 0.30, 0.26, 0.36, 0.33, 0.35], "homo_ev": -9.45, "smiles": "CCCCCC(=O)CC(=O)N[C@H]1CCOC1=O.CNC(=O)[C@H](CC(C)C)NC(C)=O", "max_force_ev_per_a": 3.3, "charge": 0, "relative_energy_ev": 0.5016}

3.
{"formula": "C21H38AsAuN3O5SSi3", "method": "the ωB97M-V functional and the def2-TZVPD basis", "symbols": ["Au", "C", "C", "C", "C", "C", "C", "C", "S", "O", "O", "N", "C", "C", "C", "C", "C", "N", "H", "H", "H", "H", "H", "H", "H", "H", "H", "H", "H", "O", "N", "O", "O", "C", "Si", "C", "C", "As", "Si", "C", "C", "C", "Si", "C", "C", "C", "H", "H", "H", "H", "H", "H", "H", "H", "H", "H", "H", "H", "H", "H", "H", "H", "H", "H", "H", "H", "H", "H", "H", "H", "H", "H", "H"], "coordinates": [[0.6962, 1.2291, 0.1186], [6.9265, 3.6493, -3.1543], [6.0219, 2.7184, -2.3967], [6.3237, 2.3308, -1.0902], [5.4962, 1.4700, -0.3954], [4.3496, 0.9919, -1.0198], [4.0236, 1.3586, -2.3173], [4.8636, 2.2255, -2.9946], [3.3019, -0.0686, -0.1207], [4.0290, -1.1819, 0.3998], [2.1057, -0.3425, -0.9292], [2.7488, 0.9353, 1.0733], [2.3587, 0.2975, 2.2897], [3.2512, -0.4107, 3.0892], [2.7621, -1.0016, 4.2371], [1.4210, -0.8542, 4.5690], [0.6216, -0.1117, 3.7235], [1.0764, 0.4548, 2.6023], [7.7910, 3.9375, -2.5593], [6.3905, 4.5550, -3.4428], [7.2861, 3.1772, -4.0695], [7.2225, 2.7069, -0.6177], [5.7251, 1.1697, 0.6196], [3.1358, 0.9504, -2.7815], [4.6208, 2.5211, -4.0086], [4.2834, -0.5151, 2.7921], [3.4229, -1.5872, 4.8625], [1.0107, -1.3071, 5.4600], [-0.4319, 0.0312, 3.9336], [-2.9381, 0.8627, 0.2101], [-3.0062, 1.8822, -0.7636], [-3.4021, 3.0743, -0.1137], [-1.9317, 1.9881, -1.3696], [-1.9986, 4.2452, -3.1707], [-0.3498, 4.3475, -2.3343], [0.9824, 3.3561, -3.1694], [0.0946, 6.1351, -2.0696], [-0.2998, 3.3910, -0.1035], [-2.3146, 3.6759, 1.0803], [-4.2489, 0.3275, 0.4613], [-2.7668, 5.4538, 1.2540], [-2.2738, 2.7070, 2.6523], [1.2947, 4.8280, 1.0980], [1.1617, 4.1398, 2.8236], [2.8870, 4.3608, 0.2548], [1.0302, 6.6704, 1.0738], [-2.0107, 4.9066, -4.0406], [-2.8070, 4.5411, -2.4994], [-2.2072, 3.2293, -3.5024], [1.0293, 3.5687, -4.2409], [0.7677, 2.2917, -3.0429], [1.9621, 3.5603, -2.7325], [-0.0866, 6.7109, -2.9808], [1.1456, 6.2540, -1.8019], [-0.5128, 6.5719, -1.2757], [-4.5984, -0.2435, -0.3970], [-4.1313, -0.3242, 1.3220], [-4.9519, 1.1272, 0.6922], [-2.8199, 5.9437, 0.2805], [-2.0246, 5.9688, 1.8690], [-3.7386, 5.5592, 1.7420], [-1.6196, 1.8429, 2.5252], [-3.2688, 2.3513, 2.9296], [-1.8887, 3.3149, 3.4741], [1.1505, 3.0484, 2.7981], [0.2515, 4.4840, 3.3209], [2.0111, 4.4586, 3.4351], [3.0347, 3.2816, 0.3019], [3.7406, 4.8375, 0.7471], [2.8913, 4.6683, -0.7937], [-0.0160, 6.9564, 0.9585], [1.5930, 7.1357, 0.2655], [1.3855, 7.0908, 2.0182]], "lowdin_spin": [0.32, 0.00, 0.00, 0.00, 0.00, 0.00, 0.00, 0.00, 0.00, 0.04, 0.08, 0.39, 0.03, 0.02, 0.00, 0.01, 0.00, 0.01, 0.00, 0.00, 0.00, 0.00, 0.00, 0.00, 0.00, 0.00, 0.00, 0.00, 0.00, 0.09, 0.33, 0.07, 0.44, 0.00, 0.01, 0.00, 0.00, 0.07, 0.02, 0.00, 0.00, 0.00, 0.03, 0.00, 0.00, 0.01, 0.00, 0.00, 0.00, 0.00, 0.00, 0.00, 0.00, 0.00, 0.00, 0.00, 0.00, 0.00, 0.00, 0.00, 0.00, 0.00, 0.00, 0.00, 0.00, 0.00, 0.00, 0.00, 0.00, 0.00, 0.00, 0.00, 0.00], "homo_ev": [-11.25, -11.47], "spin_multiplicity": 3, "max_force_ev_per_a": 1.9, "charge": 1, "relative_energy_ev": 0.2239}